# C2H2INO3

A structure of composition C2H2INO3 at a distorted geometry (the ωB97M-V functional and the def2-TZVPD basis, the OMol25 dataset).

Last column: Mulliken charge in e.
Positions of all 9 atoms, in Å:
1 C -1.5170 -2.3137 -0.0514  0.368
2 C -2.1790 -0.7050 0.7174  0.511
3 N -0.2013 -0.2074 -0.0449  -0.440
4 O -3.1241 -0.6158 1.4024  -0.434
5 O -1.8405 -2.5759 -1.1488  -0.398
6 O -1.4782 0.2996 0.2890  -0.160
7 I -0.1864 -3.2861 1.2101  0.068
8 H 0.4761 0.1804 0.6268  0.244
9 H 0.2844 0.0953 -0.9004  0.240

highest occupied orbital energy	-9.26	eV
strongest force on any atom	4.34	eV/Å
E	-655.47286	Eh
HOMO-LUMO gap	9.39	eV
multiplicity	1

=====

# C5H11NO2

A cluster of 2 separate species, C5H11NO2 in total at a distorted geometry (the ωB97M-V functional and the def2-TZVPD basis, the OMol25 dataset).

Last column: Mulliken charge in e.
Positions of all 19 atoms, in Å:
1 C 0.8109 1.3460 0.1825  -0.258
2 C -0.2717 1.3921 1.2996  -1.058
3 C 0.1581 0.7066 -1.1048  -0.001
4 N -1.0537 0.8141 -1.1223  -0.315
5 C -0.1829 -2.0213 -0.7986  -1.131
6 C 0.7667 -0.9799 -1.5772  0.240
7 O -1.4669 -0.2787 2.6977  -0.735
8 O 1.9829 -0.8792 -1.3800  -0.496
9 H 1.4855 0.5129 0.4140  0.266
10 H 1.3886 2.2593 0.0592  0.450
11 H -0.8911 0.5413 0.9758  0.358
12 H 0.1488 1.3159 2.2925  0.301
13 H -0.8891 2.2886 1.2918  0.292
14 H -2.0622 -0.7211 3.3290  0.201
15 H 0.6125 1.2881 -1.9361  0.428
16 H -0.3427 -2.8707 -1.4524  0.360
17 H -1.0192 -1.3495 -0.6481  0.402
18 H 0.3086 -2.3010 0.1297  0.290
19 H 0.5169 -1.0635 -2.6523  0.406

highest occupied orbital energy	-7.76	eV
strongest force on any atom	6.32	eV/Å
E	-401.93868	Eh
HOMO-LUMO gap	3.81	eV
multiplicity	1

=====

# C4H11NS

A cluster of 2 separate species, C4H11NS in total at a distorted geometry (the ωB97M-V functional and the def2-TZVPD basis, the OMol25 dataset).

Last column: Löwdin spin population.
Positions of all 17 atoms, in Å:
1 C 2.3023 -2.2500 -1.7212  0.030
2 C 1.6174 -0.9363 -1.6447  0.069
3 S 1.0616 -0.4518 0.0847  0.835
4 H 3.3017 -2.1830 -2.0592  0.000
5 H 2.3856 -2.9016 -0.7581  0.001
6 H 1.6760 -2.8211 -2.4594  0.005
7 H 2.2397 0.0091 -1.7077  0.031
8 H 0.6318 -1.0073 -2.2389  -0.001
9 C -1.8708 2.1356 1.6113  0.002
10 C -1.2267 1.4525 2.6329  0.000
11 N -2.1605 1.4987 0.4244  0.001
12 H -2.0283 3.1783 1.6367  0.000
13 H -1.1416 1.9575 3.6699  0.000
14 H -1.3573 0.3306 2.5460  0.000
15 H -2.3605 0.4890 0.5216  0.000
16 H -0.2029 -0.4438 -0.3965  0.029
17 H -2.8677 1.9439 -0.1419  0.000

⟨S²⟩	0.75
highest occupied orbital energy (alpha / beta)	-11.51 / -11.51	eV
strongest force on any atom	3.88	eV/Å
E	-611.53751	Eh
HOMO-LUMO gap (alpha / beta)	7.11 / 2.71	eV
charge	+1
multiplicity	2

=====

# C7H9FO2

A cluster of 2 separate species, C7H9FO2 in total at a distorted geometry (the ωB97M-V functional and the def2-TZVPD basis, the OMol25 dataset).

Last column: Mulliken charge in e.
Positions of all 19 atoms, in Å:
1 C 0.0083 1.5403 2.7397  0.353
2 C -1.2316 2.0309 2.8931  -0.750
3 C 1.0410 0.3194 -0.1844  0.484
4 C 1.4929 1.9865 2.5341  -0.550
5 C 1.0041 0.5676 2.3945  0.190
6 C 0.5837 -2.3526 -2.4824  -0.970
7 C 0.2883 -0.9068 -2.1369  -0.182
8 O 1.5406 1.3513 -0.5454  -0.469
9 O 0.4028 -0.7414 -0.6482  -0.269
10 F 1.1403 -0.6595 2.9546  -0.248
11 H -2.1337 1.5234 3.1437  0.284
12 H -1.3504 3.1206 2.9675  0.227
13 H 1.8790 2.6031 1.7676  0.248
14 H 1.9599 2.2122 3.5078  0.238
15 H 1.1503 -2.8463 -1.7364  0.335
16 H -0.4535 -2.9688 -2.5564  0.216
17 H 1.0216 -2.3027 -3.5114  0.312
18 H -0.7545 -0.6229 -2.4266  0.283
19 H 1.1731 -0.3330 -2.6035  0.267

highest occupied orbital energy (alpha / beta)	-7.91 / -8.03	eV
strongest force on any atom	4.07	eV/Å
E	-522.23522	Eh
HOMO-LUMO gap (alpha / beta)	7.91 / 7.84	eV
multiplicity	1

=====

# C3H8IN2

The ion C3H8IN2 with charge +1 at a distorted geometry (the ωB97M-V functional and the def2-TZVPD basis, the OMol25 dataset).

Last column: Mulliken charge in e.
Positions of all 14 atoms, in Å:
1 C -0.0829 1.3140 -0.1282  -0.714
2 C 1.2140 -0.4063 -0.6817  -0.482
3 C -1.0284 0.0151 0.5259  -0.653
4 N 1.2094 0.8274 -0.1620  -0.193
5 N -0.1425 -1.0981 0.1148  -0.262
6 I -3.1734 0.1123 0.1221  0.218
7 H -0.4306 1.4757 -1.0550  0.472
8 H -0.3750 2.1008 0.5150  0.408
9 H 0.8116 -0.5265 -1.6965  0.354
10 H 1.9888 -1.1290 -0.4395  0.365
11 H -1.0403 -0.0767 1.6448  0.434
12 H 1.6225 0.8349 0.7780  0.330
13 H -0.5867 -1.7900 -0.5051  0.359
14 H 0.0135 -1.6537 0.9674  0.365

highest occupied orbital energy	-13.64	eV
strongest force on any atom	4.93	eV/Å
E	-526.00578	Eh
HOMO-LUMO gap	9.82	eV
charge	+1
structure (SMILES)	I[C@@H]1CNC[NH2+]1
multiplicity	1

=====

# C6H6N2S3

An isolated molecule of C6H6N2S3 at a distorted geometry (the ωB97M-V functional and the def2-TZVPD basis, the OMol25 dataset).

Last column: Mulliken charge in e.
Positions of all 17 atoms, in Å:
1 C 1.4595 -1.6669 0.0347  0.696
2 C 1.8710 -0.3774 0.0957  -0.114
3 C 0.0636 -1.9650 -0.1292  -0.380
4 C -0.8365 -0.9700 -0.0640  -0.531
5 C 1.0383 0.8302 -0.1270  -0.546
6 C -0.5363 0.5368 0.1071  -0.714
7 N 3.2360 -0.2666 0.0021  0.422
8 N 3.8711 -1.4164 -0.1653  -0.530
9 S 4.1440 1.2470 -0.0058  -0.041
10 S 5.9827 0.9678 -0.0113  -0.317
11 S 2.8917 -2.7147 0.0885  0.090
12 H -0.3003 -2.9394 -0.4353  0.376
13 H -1.8913 -1.1634 -0.1097  0.363
14 H 1.2742 1.7370 0.5321  0.331
15 H 1.1337 1.1900 -1.2487  0.284
16 H -1.0571 1.2095 -0.6659  0.296
17 H -1.0762 0.8378 1.0817  0.316

highest occupied orbital energy	-6.72	eV
strongest force on any atom	2.95	eV/Å
E	-1536.18881	Eh
HOMO-LUMO gap	5.79	eV
multiplicity	1